[1]
Density functional theory data (ωB97M-V/def2-TZVPD) for a structure of composition C13H24Cl3LiN3O3V at a distorted geometry.

The geometry in XYZ format:
```
48
Properties=species:S:1:pos:R:3:forces:R:3
V -0.02293 0.03804 0.30797 6.8 -0.1 1.1
Cl 0.63787 -1.36666 5.76577 -0.2 0.4 -0.7
Cl -1.64043 0.24724 5.00257 0.2 -0.1 -0.3
Cl 1.02327 1.39174 4.97577 -0.1 -0.2 -0.3
O 5.14967 -2.04796 0.70427 -0.9 0.2 0.8
O 0.74517 -1.63896 2.89857 -2.4 5.1 1.1
O -0.13303 0.36734 2.27997 -0.9 -0.4 -1.4
N 1.69307 -0.23616 0.35857 -6.3 1.1 -1.3
N -0.11183 1.79544 -0.94973 -0.9 -1.4 1.7
N -0.78943 -1.52036 -0.79063 -0.4 -0.4 0.4
C 0.79857 -3.14916 -1.78103 0.8 0.7 -0.8
C -0.01903 -3.43136 0.57737 0.4 0.6 0.8
C 0.21067 4.19884 -1.61613 -0.2 0.0 -0.4
C -2.12043 -1.23836 -1.33213 0.0 1.0 0.8
C 0.23167 -0.47756 3.21977 2.6 -5.1 -2.8
C -1.37283 1.79664 -1.70683 0.2 -0.1 -0.8
C -0.40973 -2.96236 -0.84313 -1.5 -0.4 0.0
C 0.29447 3.15664 -0.47863 0.9 0.7 0.0
C 1.75457 3.11074 0.01697 0.0 -0.5 0.0
C 0.07567 -0.08256 4.65957 0.0 0.2 1.6
C 4.30607 -1.92446 1.45267 0.9 -0.2 -0.8
C -1.56283 -3.83766 -1.38753 0.1 0.1 -0.3
C -0.59993 3.61034 0.70187 -0.6 -0.5 0.2
Li 2.03907 0.80364 -1.64883 0.0 0.0 0.5
H -2.15553 -1.27056 -2.44073 0.2 -0.2 0.3
H 1.89327 2.32574 0.78177 0.0 0.4 -0.1
H -0.33253 4.62614 1.04587 0.0 -0.5 -0.3
H 0.49527 3.74434 -2.58463 0.0 0.3 0.4
H -0.48783 2.90454 1.54357 0.0 0.4 -0.2
H -1.88693 -3.48496 -2.38323 0.1 -0.4 0.4
H -1.41293 0.88994 -2.33513 0.0 0.6 0.2
H -1.21833 -4.88126 -1.48933 -0.1 0.5 0.1
H 0.90037 5.03744 -1.41533 -0.3 -0.4 0.0
H -1.66273 3.62524 0.40257 0.4 0.1 0.1
H 2.45927 2.92424 -0.82363 -0.2 0.1 0.2
H -0.80333 -3.15706 1.30527 0.4 -0.2 -0.3
H -2.89923 -1.93266 -0.95053 0.6 0.1 -0.3
H -0.80303 4.61994 -1.72183 0.4 -0.2 0.0
H -2.43923 -3.84346 -0.71813 0.3 -0.1 -0.2
H 1.06987 -4.21696 -1.85553 -0.3 0.5 0.3
H 0.11787 -4.52756 0.62137 -0.1 0.5 -0.4
H -2.43813 -0.22096 -1.03923 0.2 -0.6 -0.1
H -1.46023 2.66194 -2.39713 0.1 -0.4 0.6
H 2.05097 4.08304 0.44527 -0.1 -0.5 -0.2
H -2.28443 1.80334 -1.06673 0.5 0.2 -0.1
H 0.92207 -2.93986 0.87757 -0.4 -0.3 0.1
H 1.65977 -2.58106 -1.39023 -0.3 -0.3 -0.2
H 0.53847 -2.79256 -2.79913 0.2 -0.2 0.5
```
Positions in Å, forces in eV/Å.

Output
**Highest occupied orbital energy (alpha / beta)**: -15.498 / -15.489 eV
**Net charge**: +2



[2]
Density functional theory data (ωB97M-V/def2-TZVPD) for a structure of composition C11H29N3S2Tl at a distorted geometry.

The geometry in XYZ format:
```
46
Properties=species:S:1:pos:R:3:forces:R:3
Tl -0.22002 -0.44690 -1.41373 -0.5 1.7 1.2
S 2.14911 1.22261 0.16044 0.6 -0.4 0.3
S -1.44751 -1.54622 1.51152 0.7 -0.6 1.1
N 1.71571 -1.82635 1.09500 -0.5 0.2 -0.3
N -1.90179 1.07773 -2.92527 0.4 -1.2 0.6
N -1.25671 1.64805 0.11797 0.6 -0.4 -0.2
C -2.55772 2.23647 -0.21400 -0.6 0.1 0.2
C 1.09748 -2.61428 2.15347 0.5 0.1 0.1
C -2.56295 3.04220 -1.51389 0.0 0.1 -0.1
C -1.69732 2.50505 -2.65192 0.3 0.6 -0.1
C 3.35730 -0.11086 0.43600 0.0 -0.1 -0.4
C -0.34615 -2.96444 1.80824 0.0 -0.4 -0.5
C -0.33303 -1.40967 -3.87336 0.6 -0.9 -0.3
C -1.32922 -0.79785 3.16570 -0.6 0.6 -0.3
C 2.95766 -1.16135 1.46758 0.0 -0.3 0.2
C 2.14631 1.91618 1.84179 -0.6 0.3 -0.2
C 0.50310 -2.19099 -3.10965 -0.3 0.2 -0.9
H 0.15117 -3.12000 -2.64405 0.0 0.4 -0.1
H -1.26387 1.18311 1.02990 0.0 0.4 -0.3
H 1.64676 -3.56136 2.31612 -0.4 0.2 0.2
H -3.28156 1.41463 -0.28539 0.1 0.1 0.1
H -1.90211 3.08528 -3.56052 0.0 -0.1 0.2
H 1.58414 -2.00128 -3.07436 -0.4 0.0 -0.1
H 3.17585 2.01776 2.20521 -0.2 -0.1 -0.2
H 1.86043 -2.40139 0.26601 0.2 -0.1 0.3
H -2.24587 4.07038 -1.29569 0.0 -0.2 -0.2
H -0.50418 2.33760 0.12332 -0.3 0.0 0.1
H -0.79890 -3.52565 2.63465 -0.1 0.0 -0.2
H -1.46762 -1.57038 3.93406 0.1 0.0 -0.3
H 1.54729 1.31151 2.53338 0.2 0.1 -0.2
H -2.90660 2.89454 0.59868 0.0 -0.2 -0.2
H -0.37084 -3.57102 0.89139 -0.2 0.1 0.3
H 0.04465 -0.57914 -4.48271 0.0 -0.3 0.4
H -2.15898 -0.08074 3.22992 0.2 -0.1 0.1
H 2.81790 -0.69597 2.45245 0.1 -0.2 -0.2
H -1.39020 -1.66192 -4.02207 0.4 0.0 0.2
H -1.79918 0.83175 -3.90901 -0.2 0.3 0.2
H -0.37770 -0.26839 3.31266 -0.2 -0.3 -0.1
H -0.63673 2.65363 -2.42499 0.0 0.1 0.0
H -3.60109 3.10136 -1.86591 0.2 0.1 0.2
H 4.28085 0.38934 0.75338 -0.1 -0.1 -0.2
H 3.51132 -0.59098 -0.54159 0.1 0.3 0.2
H -2.81559 0.76268 -2.61154 -0.1 0.1 -0.3
H 3.78974 -1.88714 1.54741 -0.1 0.4 0.1
H 1.13668 -2.03175 3.08344 0.0 -0.2 -0.2
H 1.69995 2.91418 1.74996 0.1 -0.2 0.1
```
Positions in Å, forces in eV/Å.

Output
**Highest occupied orbital energy (alpha / beta)**: -18.064 / -18.328 eV
**Net charge**: +3



Listing E for the structures above in their given order: -87921.210, -42680.398 eV.